Molecular formula: CH3Cl2OPS
Method: DFT, ωB97M-V/def2-TZVPD

Properties
**HOMO-LUMO gap**: 0.32503 Eh
**Max |F|**: 2.7 eV Å⁻¹
**Energy**: -1775.10499 hartree
**Structure (SMILES)**: O[P@@](=S)(Cl)CCl

```
! RIJCOSX wB97M-V def2-TZVPD def2/J DEFGRID3
* xyz 0 1
O 1.33 -0.79 0.50
P 0.56 0.38 -0.23
S 1.38 2.12 -0.14
Cl 0.12 -0.80 -2.52
C -1.17 -0.01 0.25
Cl -1.28 0.27 1.98
H 2.29 -0.76 0.43
H -1.36 -1.05 0.02
H -1.86 0.64 -0.29
*
```

---

Molecular formula: C40H58O20P2
Method: DFT, ωB97M-V/def2-TZVPD

Properties
**HOMO-LUMO gap**: 0.30084 Eh
**Max |F|**: 5.9 eV Å⁻¹
**Energy**: -3746.41610 hartree
**Structure (SMILES)**: COP(=O)(OC)OC.COP(=O)(OC)OC.Oc1ccc(O)cc1.Oc1ccc(O)cc1.Oc1ccc(O)cc1.Oc1ccc(O)cc1.Oc1ccc(O)cc1.COCCOC

```
! RIJCOSX wB97M-V def2-TZVPD def2/J DEFGRID3
* xyz 0 1
C -5.90 -22.23 10.32
O -6.92 -23.27 10.13
P -8.19 -23.60 11.11
O -7.83 -23.62 12.54
O -9.39 -22.56 10.66
C -9.54 -21.93 9.31
O -8.69 -25.03 10.56
C -7.75 -26.11 10.56
H -5.73 -21.71 9.37
H -4.86 -22.51 10.48
H -6.22 -21.63 11.17
H -10.37 -21.22 9.36
H -9.88 -22.79 8.73
H -8.62 -21.60 8.83
H -7.09 -26.04 11.43
H -7.24 -26.14 9.60
H -8.38 -26.98 10.70
C -10.68 -29.35 16.34
O -11.64 -28.44 15.93
P -12.04 -27.40 17.04
O -10.96 -26.85 17.89
O -12.92 -26.26 16.32
C -12.97 -25.02 16.97
O -13.14 -28.27 17.92
C -14.53 -28.07 17.86
H -10.05 -28.96 17.14
H -10.26 -29.83 15.46
H -11.26 -30.10 16.88
H -13.60 -24.32 16.42
H -11.99 -24.56 17.09
H -13.48 -25.02 17.93
H -14.83 -27.02 17.87
H -15.08 -28.36 18.76
H -15.03 -28.55 17.02
O -11.47 -13.33 17.21
C -11.89 -12.30 16.35
C -11.63 -10.89 16.51
C -12.04 -9.98 15.56
C -12.73 -10.41 14.44
O -13.06 -9.48 13.53
C -13.04 -11.71 14.22
C -12.71 -12.63 15.25
H -10.96 -12.92 17.91
H -11.07 -10.56 17.38
H -11.80 -8.93 15.65
H -12.38 -8.84 13.31
H -13.55 -12.07 13.34
H -12.87 -13.68 15.05
O -8.13 -20.03 15.66
C -7.16 -19.18 16.16
C -5.81 -19.57 15.98
C -4.77 -18.79 16.58
C -5.17 -17.64 17.25
O -4.25 -17.00 17.98
C -6.46 -17.22 17.32
C -7.42 -18.00 16.81
H -7.80 -20.93 15.55
H -5.54 -20.54 15.58
H -3.74 -19.12 16.51
H -4.71 -16.38 18.54
H -6.80 -16.41 17.95
H -8.44 -17.65 16.89
O -19.46 -22.19 14.99
C -19.23 -23.51 14.98
C -19.51 -24.21 16.10
C -19.54 -25.57 16.16
C -19.11 -26.28 15.04
O -18.97 -27.69 15.01
C -18.86 -25.53 13.80
C -18.90 -24.10 13.74
H -19.37 -21.78 15.85
H -19.87 -23.79 17.02
H -19.78 -26.05 17.10
H -18.46 -28.06 14.28
H -18.70 -26.10 12.89
H -18.83 -23.59 12.79
O -13.22 -21.62 21.52
C -14.03 -21.25 20.53
C -15.22 -21.91 20.58
C -16.28 -21.42 19.83
C -15.98 -20.46 18.97
O -17.06 -20.06 18.23
C -14.68 -19.92 18.73
C -13.75 -20.33 19.66
H -12.45 -21.88 21.01
H -15.23 -22.66 21.36
H -17.27 -21.85 19.88
H -16.82 -19.39 17.58
H -14.56 -19.15 17.99
H -12.77 -19.87 19.55
O -16.62 -15.56 3.63
C -16.29 -16.61 4.36
C -15.79 -17.80 3.81
C -15.41 -18.90 4.60
C -15.63 -18.87 5.99
O -15.15 -19.88 6.77
C -16.05 -17.72 6.53
C -16.41 -16.59 5.80
H -17.37 -15.10 4.02
H -15.54 -17.71 2.77
H -14.90 -19.77 4.21
H -14.60 -20.56 6.37
H -16.02 -17.55 7.60
H -16.80 -15.74 6.34
C -16.97 -16.33 14.92
O -16.33 -17.65 14.77
C -16.12 -18.13 13.44
C -14.92 -17.43 12.70
O -13.72 -17.35 13.36
C -13.13 -18.56 13.81
H -18.01 -16.38 14.59
H -16.51 -15.55 14.31
H -17.07 -16.04 15.96
H -16.86 -17.86 12.69
H -15.89 -19.19 13.52
H -15.31 -16.43 12.55
H -14.77 -17.95 11.76
H -13.85 -19.13 14.40
H -12.49 -18.20 14.62
H -12.78 -19.14 12.95
*
```

---

- The highest HOMO-LUMO gap belongs to which entry?
  CH3Cl2OPS